No. 1
The following is a quantum chemistry calculation of the ion C2H2NO2S with charge -1, from the Open Molecules 2025 dataset.

Net charge   -1
Frontier orbital gap   0.2940 Eh
LUMO energy   4.059 eV

XYZ file:
```
8
Properties=species:S:1:pos:R:3:forces:R:3:mulliken_charge:R:1
C 0.0712 0.5534 0.6435 -5.901 0.753 -1.968 0.258
C -1.3173 0.0794 -0.0239 3.117 1.624 3.295 -0.510
N -0.8858 1.4527 0.4674 2.996 -2.045 -0.099 -0.531
O 1.4912 -0.0719 -1.3635 -0.296 0.646 0.807 -0.599
O 2.0953 -1.3517 0.5638 -0.520 0.204 0.918 -0.591
S 1.8146 0.0147 0.0926 1.538 -0.289 -1.478 0.461
H -1.2546 -0.2989 -0.9737 0.150 0.072 -2.677 0.273
H -2.0145 -0.3777 0.5939 -1.084 -0.965 1.201 0.240
```
Forces are in eV/Å.

No. 2
The following is a quantum chemistry calculation of a cluster of 2 separate species, C3H8N2O2 in total, from the Open Molecules 2025 dataset.

Frontier orbital gap   0.3178 Eh
LUMO energy   0.446 eV

XYZ file:
```
15
Properties=species:S:1:pos:R:3:forces:R:3:mulliken_charge:R:1
N 0.5212 -2.8661 -0.9556 -0.175 -0.256 -0.038 -0.517
C -0.4986 -1.9035 -0.9738 0.054 -0.004 -0.212 -0.023
C -0.3222 -0.6262 -0.6733 -0.027 0.160 0.226 -0.365
N -1.4324 0.2801 -0.6814 -0.105 -0.133 -0.036 -0.562
H 1.3350 -2.6482 -1.5084 0.040 0.115 0.105 0.213
H 0.1884 -3.7901 -1.1778 0.067 0.005 -0.063 0.239
H -1.4929 -2.2374 -1.2494 -0.041 -0.059 0.087 0.321
H 0.6414 -0.2887 -0.3052 0.144 0.050 -0.070 0.202
H -1.2958 1.0770 -1.2873 0.048 0.023 0.009 0.252
H -1.6405 0.6081 0.2526 -0.014 0.079 -0.007 0.250
O 1.1951 1.0042 2.0478 -0.031 -0.021 -0.067 -0.447
C 0.8581 2.0645 1.6264 0.058 -0.149 0.171 0.369
O 0.8215 3.1580 2.4113 0.005 0.174 -0.115 -0.420
H 0.5420 2.2347 0.5855 0.010 0.077 -0.032 0.156
H 0.5799 3.9337 1.8886 -0.033 -0.060 0.042 0.333
```
Forces are in eV/Å.

No. 3
The following is a quantum chemistry calculation of the ion C7H13N with charge +1, from the Open Molecules 2025 dataset.

Net charge   +1
Multiplicity   2
Frontier orbital gap (alpha / beta)   0.3693 / 0.2179 Eh
LUMO energy (alpha / beta)   -3.605 / -7.703 eV

XYZ file:
```
21
Properties=species:S:1:pos:R:3:forces:R:3:mulliken_charge:R:1
C 0.0941 -2.6527 2.9424 1.561 -1.384 2.054 -1.043
C 1.0558 -2.0130 1.8967 -2.525 1.309 0.646 -0.216
C 0.1244 -1.2045 0.9481 1.408 -2.414 2.206 -0.233
C 0.5489 -0.2189 0.1590 -0.546 3.122 -2.345 -0.248
N -0.4062 0.4465 -0.6698 7.682 -0.789 -1.314 -0.157
C 0.1279 1.5951 -1.4947 -0.768 1.624 1.178 -0.455
C -1.1361 3.0180 -3.1051 0.089 1.515 -0.048 -0.727
C -0.7418 1.8375 -2.6730 -0.835 0.207 -0.176 -0.174
H 0.0450 -3.8165 2.9825 0.216 2.194 -0.299 0.272
H -0.8814 -2.2563 2.8114 -1.044 0.012 -0.082 0.351
H 0.3883 -2.2895 3.9894 -0.302 -0.742 -1.422 0.279
H 1.5422 -2.7388 1.3023 0.724 -0.878 -0.720 0.344
H 1.8062 -1.4062 2.4319 -0.205 0.000 -0.688 0.341
H -0.8964 -1.5756 0.9400 -0.014 0.288 -0.377 0.418
H 1.5862 0.2244 0.1766 -1.042 -1.035 -0.455 0.331
H -1.0546 0.8466 -0.1398 -4.833 1.137 2.516 0.330
H 0.2474 2.4936 -0.7777 -0.853 -1.054 -0.939 0.356
H 1.1175 1.6134 -1.8981 1.037 -1.595 0.148 0.440
H -0.9041 3.9215 -2.5041 -0.146 -0.537 -0.541 0.228
H -1.6261 3.2003 -4.0833 0.211 -0.397 0.924 0.265
H -1.0373 0.9749 -3.2347 0.184 -0.581 -0.267 0.298
```
Forces are in eV/Å.

No. 4
The following is a quantum chemistry calculation of the molecule C2H3NO2, from the Open Molecules 2025 dataset.

Frontier orbital gap   0.4127 Eh
LUMO energy   0.721 eV

XYZ file:
```
8
Properties=species:S:1:pos:R:3:forces:R:3:mulliken_charge:R:1
O 0.4819 1.6762 -0.0011 0.229 -0.211 0.352 -0.525
C 0.8094 0.6422 0.5433 -0.125 0.265 -0.036 0.086
N 0.1437 -0.5277 0.2893 0.071 0.170 -0.071 -0.133
C -0.9241 -0.3604 -0.6501 -0.194 -0.236 -0.322 0.119
O -0.9639 -0.8755 -1.7287 -0.017 -0.142 0.592 -0.437
H 1.6395 0.5765 1.2615 -0.038 -0.097 -0.009 0.355
H 0.5168 -1.4347 0.5380 0.022 0.184 -0.292 0.243
H -1.7034 0.3035 -0.2523 0.053 0.067 -0.215 0.293
```
Forces are in eV/Å.

No. 5
The following is a quantum chemistry calculation of a structure of composition C15H19N3O2PdSi, from the Open Molecules 2025 dataset.

Multiplicity   3
Frontier orbital gap (alpha / beta)   0.3003 / 0.2716 Eh
LUMO energy (alpha / beta)   0.269 / -1.014 eV

XYZ file:
```
41
Properties=species:S:1:pos:R:3:forces:R:3:mulliken_charge:R:1
Pd 0.2001 0.5129 -0.8533 -0.105 -0.001 0.353 0.633
O 1.7313 2.9568 2.2077 -0.035 0.017 0.012 -0.757
C 1.0675 2.3707 1.3528 0.038 -0.027 -0.020 0.103
N 1.4988 1.7570 0.2533 0.101 -0.014 0.079 -0.084
C 2.9145 1.5054 0.1660 0.026 -0.019 -0.007 -0.579
C 3.1721 0.1338 -0.4134 -0.025 -0.005 0.028 0.480
C 4.4655 -0.3243 -0.6485 -0.026 -0.021 0.019 -0.708
C 4.6507 -1.5875 -1.1731 -0.039 -0.033 -0.008 -0.238
C 3.5403 -2.3696 -1.4713 -0.037 0.024 0.019 -0.678
C 2.2878 -1.8436 -1.2318 -0.031 -0.012 0.001 -0.332
N 2.1138 -0.6301 -0.6996 0.161 0.071 -0.137 -0.127
C -0.4290 2.2342 1.5393 -0.066 -0.018 -0.025 0.465
C -1.1076 2.9463 2.5146 0.087 -0.034 -0.066 -0.520
C -2.4660 2.7332 2.6665 -0.003 0.010 0.006 -0.192
C -3.1045 1.8127 1.8476 -0.005 -0.040 -0.044 -0.696
C -2.3569 1.1361 0.9008 0.002 0.007 0.007 -0.235
N -1.0484 1.3451 0.7563 -0.039 0.154 0.161 -0.221
H 3.3737 1.5673 1.1598 -0.011 0.003 -0.022 0.462
H 3.4382 2.2473 -0.4511 -0.050 -0.018 -0.022 0.301
H 5.3077 0.3150 -0.4201 0.001 0.017 0.018 0.400
H 5.6488 -1.9627 -1.3579 0.007 0.009 0.001 0.407
H 3.6394 -3.3594 -1.8927 0.013 -0.001 -0.006 0.400
H 1.3775 -2.3738 -1.4822 0.025 -0.015 -0.007 0.487
H -0.5426 3.6368 3.1242 -0.010 0.005 0.012 0.454
H -3.0249 3.2753 3.4174 -0.010 0.007 0.010 0.415
H -4.1628 1.6142 1.9378 -0.005 0.005 0.005 0.389
H -2.7997 0.4046 0.2355 -0.016 0.007 0.020 0.500
C -1.5518 -0.3102 -5.0892 0.009 0.082 0.068 -1.056
Si -0.4991 0.4491 -3.7339 -0.009 -0.399 0.150 0.708
C 1.2463 0.6860 -4.3943 -0.091 0.075 -0.032 -0.989
C -1.2298 2.1277 -3.2907 -0.002 0.092 -0.103 -1.102
O -0.4557 -0.5275 -2.4003 0.110 0.212 -0.544 -0.797
H -1.5850 0.3657 -5.9472 -0.012 -0.001 -0.036 0.322
H -2.5787 -0.4801 -4.7620 -0.022 0.023 0.052 0.278
H -1.1556 -1.2650 -5.4348 0.075 -0.041 0.029 0.290
H 1.2412 1.2811 -5.3109 0.014 0.017 -0.017 0.370
H 1.7091 -0.2745 -4.6267 -0.019 -0.063 0.000 0.269
H 1.8900 1.1966 -3.6738 -0.032 0.014 0.049 0.226
H -1.4771 2.6665 -4.2101 -0.004 0.050 0.010 0.344
H -0.5505 2.7680 -2.7198 0.040 -0.077 0.007 0.321
H -2.1551 2.0313 -2.7166 -0.008 -0.064 -0.017 0.285
```
Forces are in eV/Å.

No. 6
The following is a quantum chemistry calculation of the molecule CH7NSi, from the Open Molecules 2025 dataset.

Frontier orbital gap   0.3771 Eh
LUMO energy   1.028 eV

XYZ file:
```
10
Properties=species:S:1:pos:R:3:forces:R:3:mulliken_charge:R:1
C -1.5292 0.5524 -0.0681 3.266 -1.941 1.016 -0.672
N -0.0528 -0.3099 -0.3789 -4.065 1.436 0.418 -0.385
Si 1.2919 -0.1163 0.7150 0.664 1.770 -1.158 0.245
H -2.3690 -0.1311 0.0744 0.379 -0.082 -0.277 0.269
H -1.3505 1.0760 0.8640 0.021 -0.095 0.262 0.264
H -1.7160 1.3079 -0.7789 0.001 0.399 -1.306 0.287
H -0.4084 -1.2040 -0.7517 0.881 0.688 0.517 0.262
H 2.5286 0.5111 -0.1634 -1.273 -1.242 1.171 -0.065
H 1.4873 -1.3275 1.5019 0.517 -0.425 -0.039 -0.096
H 1.1457 0.9861 1.7620 -0.389 -0.507 -0.604 -0.107
```
Forces are in eV/Å.

No. 7
The following is a quantum chemistry calculation of the molecule C24H31ClN2O2, from the Open Molecules 2025 dataset.

Frontier orbital gap   0.3375 Eh
LUMO energy   0.541 eV

XYZ file:
```
60
Properties=species:S:1:pos:R:3:forces:R:3:mulliken_charge:R:1
C -1.7070 2.8111 -5.2208 -0.102 0.074 -0.157 -0.797
C -0.6551 3.1215 -4.4863 0.238 -0.043 0.138 -0.397
C -0.1122 2.2523 -3.3966 -0.177 -0.031 0.022 -0.931
C -0.2233 2.9160 -2.0126 -0.285 0.041 -0.387 0.592
C -1.7005 3.1505 -1.6175 0.132 -0.093 -0.015 -1.095
C -2.4623 1.9037 -1.3019 -0.041 0.268 -0.082 0.153
C -2.8857 1.5956 -0.0904 -0.125 -0.040 0.110 -0.926
C 0.5325 4.2548 -1.9809 -0.060 -0.098 0.175 -1.128
C 0.9610 4.4046 -0.5274 -0.032 -0.131 -0.044 -0.973
C 1.3033 2.9721 -0.1287 0.393 0.124 0.342 -0.436
N 0.4648 2.1335 -0.9720 -0.085 0.362 -0.126 0.564
C 0.3405 0.7990 -0.8357 0.464 -0.327 0.336 -0.062
O -0.3317 0.1032 -1.5753 -0.160 -0.226 -0.181 -0.636
C 1.0749 0.1660 0.3506 -0.288 -0.293 -0.165 0.215
C 0.1489 0.1564 1.5676 0.258 0.165 0.103 -0.463
C 0.9118 -0.4195 2.7479 -0.138 -0.045 0.004 -0.696
C 1.5925 -1.7448 2.4558 0.049 0.389 0.365 0.720
O 1.9652 -2.4612 3.3677 -0.013 -0.077 0.298 -0.673
N 1.8057 -2.0665 1.1591 0.210 -0.099 -0.279 0.104
C 2.3202 -3.3875 0.8640 0.117 -0.279 0.074 -1.200
C 1.1963 -4.3803 0.5109 0.133 0.222 0.147 -1.257
C 0.1818 -4.3987 1.6177 -0.079 -0.158 -0.137 0.304
C -0.9575 -3.6081 1.5481 0.079 -0.099 -0.002 0.088
C -1.8466 -3.5446 2.6060 -0.054 0.028 0.148 -0.937
C -1.5905 -4.2831 3.7478 0.121 0.007 -0.167 0.410
Cl -2.6909 -4.2016 5.0806 -0.151 0.007 0.184 -0.240
C -0.4667 -5.0878 3.8355 -0.036 0.005 0.034 -0.749
C 0.4119 -5.1385 2.7708 -0.148 0.049 -0.073 -0.162
C 1.4044 -1.2834 0.0109 -0.174 0.235 -0.333 -1.017
H -2.0678 3.4547 -6.0052 -0.029 0.165 -0.134 0.289
H -2.2494 1.8922 -5.0704 -0.078 -0.237 0.083 0.271
H -0.1263 4.0492 -4.6643 -0.007 0.177 -0.116 0.320
H 0.9459 2.0490 -3.5886 0.024 -0.057 0.048 0.528
H -0.6387 1.3006 -3.3830 0.098 0.044 -0.069 0.342
H -1.7287 3.8079 -0.7461 -0.014 0.071 0.000 0.412
H -2.1801 3.6627 -2.4556 0.011 0.096 0.061 0.404
H -2.6625 1.2435 -2.1316 -0.052 -0.179 -0.071 0.201
H -3.4388 0.6942 0.1079 -0.104 -0.230 -0.008 0.318
H -2.6994 2.2343 0.7592 0.062 0.205 0.123 0.289
H -0.0906 5.0794 -2.3195 -0.018 0.017 -0.095 0.399
H 1.4148 4.1946 -2.6200 0.030 -0.002 -0.088 0.478
H 1.8096 5.0746 -0.4061 -0.008 0.011 0.058 0.439
H 0.1379 4.7820 0.0791 0.005 0.018 0.028 0.358
H 1.1092 2.7949 0.9305 0.087 -0.020 -0.019 0.304
H 2.3617 2.7649 -0.3315 -0.056 0.037 0.113 0.339
H 1.9944 0.7047 0.5864 -0.020 0.026 0.032 0.522
H -0.2077 1.1614 1.8018 -0.067 -0.003 -0.011 0.330
H -0.7233 -0.4589 1.3412 -0.076 0.013 -0.060 0.226
H 1.6918 0.2758 3.0732 -0.004 -0.034 0.022 0.273
H 0.2532 -0.5854 3.6022 0.108 -0.041 -0.004 0.393
H 2.8350 -3.7320 1.7636 0.014 0.018 -0.192 0.553
H 3.0336 -3.3181 0.0378 -0.003 0.023 0.055 0.464
H 0.7269 -4.0872 -0.4294 -0.014 -0.078 -0.040 0.359
H 1.6417 -5.3677 0.3820 -0.011 -0.016 -0.086 0.511
H -1.1612 -3.0334 0.6557 -0.004 0.064 -0.127 0.409
H -2.7274 -2.9239 2.5484 -0.095 0.032 0.019 0.454
H -0.2775 -5.6570 4.7318 -0.012 -0.039 0.092 0.413
H 1.2964 -5.7531 2.8432 0.128 -0.064 0.019 0.385
H 2.2212 -1.3142 -0.7213 -0.096 -0.027 0.030 0.334
H 0.5205 -1.7243 -0.4660 0.156 0.073 0.009 0.308
```
Forces are in eV/Å.

No. 8
The following is a quantum chemistry calculation of a structure of composition C30H30AsBrN2O2STc, from the Open Molecules 2025 dataset.

Multiplicity   2
Frontier orbital gap (alpha / beta)   0.2425 / 0.2429 Eh
LUMO energy (alpha / beta)   -0.889 / -0.736 eV

XYZ file:
```
68
Properties=species:S:1:pos:R:3:forces:R:3:mulliken_charge:R:1
Tc -0.1240 -1.0126 0.0295 0.197 -0.674 0.026 0.501
Br -1.0687 -4.5213 -0.0440 0.099 -0.024 0.130 -0.050
C -1.9352 -3.3714 -1.2386 -0.191 0.045 -0.273 0.082
C -2.8704 -3.8908 -2.1241 0.146 -0.098 0.161 -0.681
C -3.5184 -3.0236 -2.9807 -0.167 0.043 -0.173 -0.244
C -3.2426 -1.6665 -2.9263 -0.011 -0.022 -0.039 -0.845
C -2.3057 -1.2391 -2.0130 -0.031 0.015 -0.112 0.642
N -1.6485 -2.0760 -1.2027 0.033 0.164 0.368 0.158
C -1.9963 0.2295 -1.8249 0.016 -0.020 0.246 0.441
O -2.5876 1.0491 -2.4830 -0.024 0.150 -0.097 -0.674
O -1.1203 0.4739 -0.8931 0.100 0.178 0.009 -0.478
H -3.0750 -4.9511 -2.1244 0.008 0.015 -0.004 0.422
H -4.2498 -3.4092 -3.6807 0.031 0.018 0.022 0.416
H -3.7269 -0.9307 -3.5535 0.010 -0.042 0.029 0.521
C -5.2905 -1.6092 5.9040 -0.014 -0.001 0.018 -1.612
C -3.9470 -1.5528 5.2277 -0.034 -0.002 0.001 0.507
C -2.7830 -1.8737 5.9007 0.054 -0.011 0.041 -1.052
C -1.5291 -1.8192 5.2902 -0.066 -0.011 0.019 1.013
C -0.3467 -2.2432 6.1318 -0.014 -0.025 -0.009 -1.811
C -1.4278 -1.3984 3.9549 -0.032 -0.051 0.023 -0.284
As 0.4258 -1.4097 3.2527 0.023 0.175 -0.340 0.575
N 0.4410 -0.2600 1.6954 -0.153 0.300 0.030 0.408
C 1.3329 0.8602 1.6563 -0.247 -0.201 0.056 -0.142
C 0.8547 2.1119 1.2810 -0.029 0.065 0.016 -0.298
C 1.7145 3.2012 1.2339 -0.038 -0.021 -0.008 -0.863
C 3.0548 3.0522 1.5624 -0.001 0.021 -0.002 -0.575
C 3.5362 1.7979 1.9142 0.012 -0.074 0.007 -0.757
C 2.6860 0.7031 1.9483 0.073 0.106 0.014 0.116
C 1.2020 -0.1048 4.4956 -0.078 0.058 0.062 1.195
C 2.4315 -0.4300 5.0761 0.055 0.029 0.021 0.520
C 3.1870 -1.7123 4.8108 0.050 0.011 0.074 -2.410
C 3.0276 0.4675 5.9628 0.033 0.001 0.004 -0.850
C 2.4430 1.6803 6.2775 0.000 0.013 -0.002 0.751
C 3.1033 2.6523 7.2181 0.020 0.016 0.010 -1.669
C 1.2223 1.9887 5.6850 -0.016 0.022 0.003 -0.968
C 0.5840 1.1248 4.8071 0.030 -0.052 0.021 1.056
C -0.7517 1.5679 4.2602 0.047 -0.017 0.041 -1.487
C -2.6095 -1.1430 3.2398 -0.015 0.047 0.061 1.285
C -2.6285 -0.8087 1.7740 0.016 -0.105 -0.062 -0.520
C -3.8361 -1.2108 3.8857 -0.039 0.008 0.001 -1.087
H -5.1884 -1.8310 6.9665 0.009 0.006 -0.033 0.367
H -5.9245 -2.3804 5.4606 0.031 0.018 -0.006 0.337
H -5.8196 -0.6590 5.8076 0.023 -0.016 -0.006 0.342
H -2.8396 -2.1896 6.9386 0.003 0.013 -0.038 0.364
H -0.6870 -2.9087 6.9260 0.012 0.029 -0.011 0.570
H 0.1550 -1.3919 6.5926 -0.016 0.046 0.002 0.283
H 0.4078 -2.7862 5.5587 -0.004 -0.002 -0.055 0.339
H -0.1893 2.2181 1.0080 0.049 -0.004 0.018 0.353
H 1.3307 4.1713 0.9373 0.022 -0.064 0.019 0.396
H 3.7239 3.9036 1.5323 -0.028 -0.027 -0.002 0.419
H 4.5852 1.6652 2.1544 -0.048 0.011 -0.008 0.422
H 3.0734 -0.2786 2.1980 -0.034 0.014 -0.019 0.570
H 2.7902 -2.2926 3.9838 -0.043 -0.003 -0.059 0.399
H 3.1726 -2.3546 5.6961 -0.016 0.026 -0.016 0.478
H 4.2343 -1.4936 4.5921 -0.025 0.020 0.022 0.508
H 3.9861 0.2088 6.4049 -0.039 0.000 -0.024 0.319
H 4.0552 2.2673 7.5847 -0.032 -0.005 -0.021 0.393
H 2.4680 2.8584 8.0824 0.000 -0.017 -0.033 0.333
H 3.2945 3.6065 6.7217 -0.016 -0.040 0.002 0.345
H 0.7511 2.9417 5.9100 0.023 -0.036 -0.008 0.448
H -0.7999 2.6573 4.2449 0.009 -0.024 0.003 0.499
H -1.5691 1.2013 4.8862 0.018 -0.009 0.007 0.320
H -0.9302 1.2111 3.2508 0.031 -0.035 -0.088 -0.263
H -2.0748 -1.5912 1.2281 0.000 0.078 0.022 -0.427
H -2.2161 0.1750 1.5579 0.076 0.010 -0.033 0.230
H -3.6440 -0.8368 1.3769 0.001 -0.002 0.045 0.539
H -4.7367 -0.9948 3.3172 0.036 -0.009 0.022 0.393
S 1.5699 -1.6527 -0.9387 0.107 -0.027 -0.095 -0.528
```
Forces are in eV/Å.